# 1
The following is a quantum chemistry calculation of a 16-piece molecular cluster, C23H77F3N17O17 overall, from the OMol25 dataset.

Max |F|   0.1557 Eh/bohr
Charge   -1
HOMO energy   -0.1417 hartree
Energy above the lowest of the compared OMol25 structures with the same formula, charge and spin   262.2 kcal per mole

Element x y z (Å)
C (-1.485, -0.971, 2.562)
O (-1.194, -2.210, 1.944)
O (-1.589, -1.268, 3.947)
C (-0.523, 0.198, 2.097)
F (-0.953, 0.677, 0.907)
F (-0.592, 1.260, 2.944)
F (0.734, -0.011, 1.951)
C (-1.478, -2.286, 0.611)
C (-1.640, -3.743, 0.201)
H (-2.369, -4.273, 0.815)
H (-2.073, -3.709, -0.798)
H (-0.718, -4.321, 0.270)
H (-0.631, -1.799, 0.128)
H (-2.428, -1.852, 0.299)
H (-2.493, -0.762, 2.204)
C (-1.489, 3.036, 11.058)
O (-1.267, 3.733, 12.011)
N (-1.594, 3.456, 9.816)
N (-1.490, 1.701, 11.170)
H (-1.214, 4.371, 9.622)
H (-1.493, 2.660, 9.203)
H (-1.137, 1.391, 12.065)
H (-1.835, 1.097, 10.437)
C (-0.141, 9.418, 6.347)
O (-0.464, 9.262, 7.511)
N (0.753, 8.771, 5.709)
N (-0.683, 10.344, 5.663)
H (0.972, 8.979, 4.746)
H (1.440, 8.260, 6.245)
H (-1.125, 11.157, 6.068)
H (-0.314, 10.503, 4.737)
C (-1.829, 8.527, -2.526)
O (-0.722, 8.012, -2.493)
N (-2.209, 9.499, -3.361)
N (-2.666, 8.263, -1.601)
H (-1.544, 9.904, -4.005)
H (-3.143, 9.880, -3.323)
H (-2.206, 7.543, -1.062)
H (-3.524, 8.787, -1.502)
C (-7.119, -7.405, 3.916)
O (-7.686, -7.879, 2.976)
N (-6.600, -8.124, 4.854)
N (-7.199, -6.134, 4.268)
H (-6.868, -9.096, 4.791)
H (-6.109, -7.629, 5.584)
H (-6.427, -5.809, 4.832)
H (-7.855, -5.544, 3.776)
C (7.031, 5.968, 5.295)
O (6.369, 5.858, 6.273)
N (8.176, 6.498, 5.158)
N (6.543, 5.565, 4.166)
H (8.569, 7.042, 5.913)
H (8.676, 6.641, 4.292)
H (7.115, 5.536, 3.333)
H (5.835, 4.854, 4.281)
C (-1.572, -7.197, 7.336)
O (-1.446, -8.209, 7.946)
N (-2.466, -6.349, 7.596)
N (-0.935, -6.889, 6.230)
H (-3.126, -6.477, 8.349)
H (-2.503, -5.485, 7.073)
H (-0.937, -6.044, 5.677)
H (-0.456, -7.639, 5.753)
C (4.381, -0.700, 8.142)
O (5.444, -0.476, 8.652)
N (3.922, -1.866, 7.704)
N (3.524, 0.089, 7.653)
H (2.995, -1.891, 7.303)
H (4.374, -2.716, 8.011)
H (2.660, -0.347, 7.366)
H (3.736, 1.068, 7.523)
C (-1.741, 4.530, -7.613)
C (-2.927, 3.570, -7.513)
C (-3.572, 3.672, -6.095)
O (-4.560, 2.643, -5.809)
C (-5.300, 2.872, -4.626)
N (-3.899, 3.977, -8.567)
H (-1.269, 4.617, -8.592)
H (-0.905, 4.274, -6.961)
H (-2.041, 5.552, -7.382)
H (-2.580, 2.567, -7.758)
H (-4.008, 4.628, -5.805)
H (-2.848, 3.460, -5.309)
H (-6.026, 3.555, -5.068)
H (-4.872, 3.356, -3.748)
H (-5.746, 1.905, -4.392)
H (-3.971, 4.984, -8.516)
H (-4.746, 3.454, -8.395)
C (1.116, -0.914, -12.151)
C (0.444, -2.241, -11.694)
C (0.833, -2.576, -10.247)
O (0.562, -1.646, -9.265)
C (-0.215, -2.205, -8.236)
N (-0.958, -1.982, -11.710)
H (2.170, -1.139, -12.317)
H (0.958, -0.092, -11.453)
H (0.901, -0.574, -13.164)
H (0.780, -3.020, -12.378)
H (1.853, -2.919, -10.075)
H (0.248, -3.471, -10.037)
H (0.350, -2.848, -7.560)
H (-1.129, -2.672, -8.601)
H (-0.495, -1.330, -7.649)
H (-1.184, -1.358, -12.472)
H (-1.112, -1.463, -10.857)
C (8.630, -5.507, -4.126)
C (7.283, -5.929, -3.528)
C (7.051, -5.202, -2.140)
O (8.030, -5.671, -1.262)
C (7.921, -5.165, 0.098)
N (6.255, -5.584, -4.429)
H (9.389, -6.029, -3.543)
H (8.817, -4.435, -4.068)
H (8.647, -5.887, -5.148)
H (7.359, -7.009, -3.399)
H (6.073, -5.512, -1.773)
H (7.110, -4.124, -2.286)
H (8.444, -4.213, 0.185)
H (8.443, -5.785, 0.827)
H (6.879, -5.105, 0.410)
H (6.176, -4.583, -4.539)
H (6.540, -5.943, -5.329)
O (3.133, 3.277, -2.280)
H (3.112, 3.177, -1.328)
H (2.864, 4.183, -2.431)
O (-4.805, 5.343, 6.017)
H (-4.660, 5.216, 6.954)
H (-4.145, 5.986, 5.757)
O (-8.420, -5.413, -1.836)
H (-8.205, -6.061, -1.165)
H (-8.780, -4.672, -1.347)
O (1.653, -8.293, -5.319)
H (2.265, -7.573, -5.166)
H (1.858, -8.597, -6.203)
O (-7.062, 0.258, 6.913)
H (-6.137, 0.300, 6.670)
H (-7.520, 0.685, 6.189)

Force components x, y, z for each atom (eV/Å):
-1.1 -1.8 4.8
0.6 -0.3 0.6
1.1 1.8 -3.0
-2.7 0.5 1.2
-0.4 0.2 -0.8
-0.4 0.0 0.2
2.7 -1.4 -0.2
0.4 -1.0 -0.8
0.0 0.1 -0.1
-0.1 0.3 0.3
0.4 -0.5 -0.3
0.1 0.1 -0.3
-0.2 0.0 -1.1
-0.1 0.8 0.3
-0.3 1.0 -0.5
1.0 -0.2 1.4
0.1 1.3 1.4
-0.7 0.5 -2.4
-0.2 -1.7 0.6
-0.2 -0.3 -0.3
0.2 1.0 -0.9
-0.5 -0.5 -0.4
0.3 -0.1 0.5
-1.4 0.1 4.9
0.3 -0.8 1.3
4.4 -3.7 -2.3
-2.7 5.0 -4.5
0.1 -0.1 0.4
-0.3 -0.2 -0.2
-0.1 -0.7 0.3
-0.3 0.3 0.1
3.2 1.3 -1.6
0.8 -0.3 -1.0
-0.3 1.5 -1.9
-2.8 -1.4 2.7
-0.2 -0.3 0.2
0.4 0.0 -0.2
-1.3 0.0 1.0
0.2 -0.8 0.7
-2.1 0.5 -0.7
-1.2 -0.9 -2.4
2.3 -2.6 2.3
0.3 3.1 0.2
0.9 0.1 0.6
-0.2 -1.1 0.3
-0.6 0.8 -0.2
0.8 0.2 0.0
-2.3 -0.7 0.1
-1.1 0.0 3.8
6.6 3.5 0.8
-2.1 -2.2 -4.6
-0.2 -0.3 0.1
-0.5 -0.3 0.1
-0.3 -0.2 0.1
0.0 0.2 -0.4
1.1 -1.9 -1.1
0.9 -3.1 1.6
-5.3 5.4 2.1
3.4 -0.4 -3.9
0.5 0.0 -0.1
-0.3 -0.2 0.3
-0.5 0.0 0.6
0.1 0.1 0.4
2.3 -2.3 -0.4
1.4 0.3 1.2
0.4 -5.4 0.4
-4.0 6.8 -1.3
0.7 -0.9 0.1
-0.4 0.0 -0.1
0.1 1.6 -0.2
-0.5 -0.2 0.2
0.5 0.2 0.2
-0.8 1.2 -0.2
0.3 -1.7 1.2
1.7 -0.1 -1.0
-1.2 0.3 -1.6
1.2 -0.9 0.5
-0.5 -0.5 -0.3
-0.2 -0.1 0.3
-0.1 0.1 0.3
-0.2 -0.2 0.4
0.0 0.5 -0.8
0.8 0.4 -0.2
-1.0 0.2 1.1
0.8 -0.2 -0.2
-0.1 0.3 0.3
-0.7 0.0 0.0
-0.4 0.6 -0.1
1.5 -0.9 -0.4
1.4 2.8 0.0
0.5 -2.3 -0.6
-0.6 0.8 -0.3
-0.3 1.4 0.9
-1.4 -0.8 0.2
0.5 0.4 0.7
0.1 -0.2 0.1
-1.0 -0.2 0.0
-0.3 -0.3 0.2
0.5 0.2 -0.8
-0.2 -0.3 0.0
0.1 -0.4 -0.2
0.1 -0.2 -0.1
-0.2 -0.1 0.3
-0.1 0.0 0.0
-0.5 0.2 0.1
0.3 -0.9 0.9
1.7 1.5 1.4
0.0 -1.6 -1.2
0.7 0.0 1.7
0.2 -0.1 -0.9
-1.7 -0.2 -0.8
0.4 0.2 -0.2
-0.1 0.0 -0.2
0.3 0.2 -0.1
-0.5 -0.1 0.3
-0.3 0.3 0.0
-0.1 0.3 0.0
-0.4 0.4 -0.2
0.0 -0.6 -0.5
-0.1 0.2 -0.1
0.0 0.2 0.0
-0.3 0.0 -0.3
0.2 -0.1 -0.2
-0.1 -0.1 0.3
-0.1 0.2 -0.1
-0.2 -0.1 -0.1
0.0 -0.1 0.3
0.2 0.1 -0.1
0.0 0.0 -0.3
0.1 -0.2 0.2
-0.1 0.2 0.1
-0.2 -0.1 0.1
0.2 0.2 0.1
0.0 -0.1 -0.2
-0.2 -0.1 0.2
0.3 0.0 -0.1
-0.1 0.1 -0.2

Löwdin atomic charge list, values in e, 6 entries: -0.47, -0.11, -0.31, -0.60, 0.09, 0.09


# 2
The following is a quantum chemistry calculation of a 16-piece molecular cluster, C23H78N4O16 overall, from the OMol25 dataset.

Max |F|   0.1571 Eh/bohr
Charge   0
HOMO energy   -0.3352 hartree
Energy above the lowest of the compared OMol25 structures with the same formula, charge and spin   39.8 kcal per mole

Element x y z (Å)
C (0.481, 3.534, -4.886)
C (-0.437, 2.397, -4.562)
O (-1.548, 2.909, -3.803)
H (0.672, 4.100, -3.964)
H (0.011, 4.156, -5.637)
H (1.370, 3.287, -5.345)
H (0.002, 1.561, -4.144)
H (-0.866, 2.123, -5.474)
H (-1.918, 2.281, -3.220)
C (2.101, -2.719, -1.805)
C (1.267, -3.899, -2.338)
O (0.485, -4.512, -1.318)
H (2.861, -3.088, -1.083)
H (1.533, -2.005, -1.255)
H (2.625, -2.345, -2.704)
H (2.106, -4.527, -2.668)
H (0.666, -3.793, -3.219)
H (-0.256, -5.002, -1.702)
C (-0.600, 3.464, 2.869)
C (-1.256, 2.400, 3.764)
O (-0.201, 1.652, 4.149)
H (-1.252, 3.899, 2.124)
H (0.106, 2.954, 2.208)
H (-0.037, 4.270, 3.394)
H (-1.902, 1.812, 3.134)
H (-1.831, 2.733, 4.552)
H (0.198, 2.138, 4.896)
C (2.387, -4.119, 2.960)
C (2.139, -3.294, 1.634)
O (0.775, -3.531, 1.212)
H (2.386, -5.211, 2.925)
H (1.639, -3.849, 3.662)
H (3.308, -4.090, 3.347)
H (2.934, -3.645, 0.969)
H (2.377, -2.215, 1.768)
H (0.897, -3.773, 0.259)
C (-4.927, -0.056, -3.146)
C (-3.608, 0.365, -3.815)
O (-2.686, 0.595, -2.754)
H (-5.882, -0.108, -3.758)
H (-5.088, 0.680, -2.326)
H (-4.688, -0.986, -2.616)
H (-3.665, 1.311, -4.284)
H (-3.197, -0.305, -4.523)
H (-2.187, -0.212, -2.530)
C (3.488, 3.144, 0.628)
C (3.872, 3.518, 2.076)
O (2.784, 4.265, 2.537)
H (3.632, 3.934, 0.005)
H (2.482, 2.884, 0.576)
H (4.135, 2.456, 0.090)
H (4.872, 3.919, 2.244)
H (4.076, 2.663, 2.703)
H (2.663, 3.964, 3.409)
C (-0.049, 0.900, -0.665)
C (-0.045, 0.083, 0.659)
O (-0.330, -1.298, 0.450)
H (-0.898, 1.114, -1.268)
H (0.716, 0.546, -1.398)
H (0.191, 1.908, -0.298)
H (-0.713, 0.441, 1.444)
H (0.948, 0.100, 1.109)
H (-0.234, -1.714, 1.274)
C (-1.458, -1.689, 3.573)
O (-0.139, -1.845, 3.505)
N (-2.280, -2.666, 3.312)
N (-1.965, -0.559, 4.006)
H (-1.880, -3.519, 2.859)
H (-3.294, -2.568, 3.281)
H (-1.209, 0.204, 4.192)
H (-2.964, -0.483, 3.959)
C (-2.131, -2.558, -2.596)
O (-2.166, -3.071, -3.887)
N (-1.203, -1.727, -2.167)
N (-3.143, -2.742, -1.756)
H (-0.450, -1.551, -2.931)
H (-1.011, -1.604, -1.170)
H (-3.966, -3.258, -1.956)
H (-3.075, -2.197, -0.837)
C (-3.560, 2.650, -0.474)
O (-3.901, 3.604, 0.548)
H (-2.672, 1.985, -0.246)
H (-3.201, 3.158, -1.400)
H (-4.457, 2.035, -0.714)
H (-4.691, 3.318, 0.989)
C (2.662, 0.436, 3.364)
O (3.821, 0.684, 4.234)
H (2.468, 1.209, 2.688)
H (1.754, 0.268, 3.895)
H (2.713, -0.487, 2.835)
H (3.387, 0.995, 5.024)
C (3.980, -0.672, -0.159)
O (5.026, -0.379, 0.751)
H (3.005, -0.610, 0.278)
H (4.114, -1.717, -0.478)
H (3.984, 0.004, -0.990)
H (5.516, 0.385, 0.460)
C (2.962, 1.293, -3.223)
O (2.797, 0.960, -4.579)
H (4.018, 1.467, -2.960)
H (2.437, 0.535, -2.664)
H (2.391, 2.185, -2.846)
H (3.288, 1.656, -5.048)
C (-3.833, -0.607, 0.650)
O (-3.218, -1.807, 0.842)
H (-3.907, -0.520, -0.454)
H (-3.224, 0.115, 1.101)
H (-4.831, -0.729, 1.005)
H (-2.688, -1.820, 1.645)
C (-0.013, 4.242, -1.263)
O (1.285, 4.866, -1.230)
H (0.026, 3.252, -1.746)
H (-0.596, 4.839, -1.969)
H (-0.479, 4.010, -0.368)
H (1.206, 5.451, -0.466)
C (-0.583, -6.010, 2.749)
O (-1.376, -4.936, 2.083)
H (-0.693, -6.889, 2.049)
H (-1.110, -6.387, 3.638)
H (0.439, -5.845, 3.040)
H (-0.792, -4.517, 1.500)

Force components x, y, z for each atom (eV/Å):
-1.4 1.1 1.4
-1.6 2.0 -0.2
1.1 1.8 -0.8
0.1 0.1 -0.4
-0.4 0.5 0.2
2.1 -1.1 -0.7
1.1 -1.7 1.3
-0.5 -1.1 -1.6
-0.5 -1.7 0.8
0.0 -1.1 -0.6
1.6 -0.5 0.3
0.1 -0.1 0.0
-0.5 -0.1 -0.7
-0.6 1.0 0.1
-0.2 0.4 0.6
-0.5 -0.8 0.0
-0.5 0.9 -0.4
0.3 0.2 0.0
-0.2 0.7 -0.6
0.3 2.1 -3.8
2.1 -2.0 2.6
-0.7 0.6 0.2
0.2 -0.2 0.4
-0.5 -0.6 -0.2
-0.3 -0.4 -0.3
-1.2 1.1 1.8
0.1 -0.7 -0.4
-2.9 -0.1 -2.2
0.6 -1.2 2.1
2.2 -0.2 -1.3
-0.8 -0.2 -1.2
-0.5 0.5 0.9
3.8 1.6 1.6
-0.6 -0.1 -0.7
-0.6 -0.7 0.2
-0.9 0.1 0.8
-0.3 0.4 0.2
-0.8 0.3 1.3
0.5 0.1 0.4
1.4 -0.1 0.5
-0.1 -0.3 -0.6
-0.6 -0.1 -0.4
-0.5 1.0 -0.7
0.2 -1.1 -0.7
-0.1 0.1 -0.2
2.5 -1.0 1.6
0.7 -1.6 -1.2
0.1 1.0 -0.5
-0.1 3.0 -1.5
-1.7 -0.8 0.0
0.1 -0.9 0.6
0.0 1.4 -0.8
-0.9 -1.0 0.1
-0.6 -0.1 1.7
1.6 0.3 1.3
-0.1 -0.5 -0.9
-0.6 1.6 -2.3
-1.4 -0.6 0.0
-0.2 0.3 0.9
0.6 -0.3 -0.3
-0.3 0.5 -0.2
0.2 0.5 -0.2
0.5 -1.5 2.0
6.4 -0.5 0.8
-4.4 0.6 -0.3
-1.4 -2.6 -1.2
1.2 2.7 0.5
-0.3 0.2 0.5
0.6 0.0 0.3
-2.0 -1.5 -0.2
0.0 0.8 0.3
-2.3 -3.4 -7.0
0.7 2.4 6.1
3.3 1.4 -2.2
0.5 1.4 2.5
-1.6 -0.5 2.3
0.3 -0.1 -0.1
-0.2 -0.5 -0.5
-0.3 -1.7 -1.5
0.4 -0.4 -0.6
1.1 -0.1 -0.7
-1.2 0.6 0.4
-0.7 0.1 0.7
0.8 0.3 0.0
-0.4 -0.3 0.2
0.7 -0.9 1.3
-1.4 -0.2 -1.2
0.1 1.4 -1.1
-0.6 0.2 1.0
1.0 -0.7 -0.5
0.3 0.1 0.6
0.9 -0.8 0.0
-0.3 -0.2 0.5
-0.6 0.2 0.7
0.0 0.5 -0.2
0.1 0.2 -0.7
0.1 0.3 -0.1
-0.8 1.0 1.0
0.5 1.0 -0.4
-0.3 -0.5 0.2
0.6 -0.8 0.3
0.5 -0.1 -0.9
-0.4 -0.5 -0.2
-0.8 -0.4 -1.9
1.0 -2.5 0.3
0.0 0.9 0.6
0.2 1.9 0.4
-1.0 0.9 0.6
0.1 -0.2 -0.2
0.9 -0.1 -3.6
-0.7 -0.5 1.1
0.6 0.5 -0.1
-0.6 -0.1 0.5
-0.8 0.4 2.2
0.5 0.1 -0.2
-2.4 -1.4 -1.3
-0.4 -2.3 2.7
0.7 0.8 0.6
-0.1 0.8 -0.2
0.2 0.8 -0.4
1.8 1.1 -1.4

Löwdin atomic charge list, values in e, 6 entries: -0.06, -0.28, -0.08, 0.07, 0.08, 0.04


- What is the formula in the first record?
  C23H77F3N17O17


- What is the formula in the second record?
  C23H78N4O16